# 1
# C27H40BBrN7ORh

A molecular structure, C27H40BBrN7ORh (ωB97M-V with the def2-TZVPD basis set, the Open Molecules 2025 dataset).

Highest occupied orbital energy (spin up / spin down): -14.903 / -14.757 eV
Spin multiplicity: 5
Total charge: +2

Structure (XYZ):
```
78
Properties=species:S:1:pos:R:3:forces:R:3:mulliken_charge:R:1
Rh -0.19267 0.01646 -0.04908 -0.1 0.2 0.1 -0.81
C 3.47801 -1.16739 -2.61073 0.0 0.0 0.0 -1.51
C 2.50760 -1.75840 -1.58788 0.0 0.0 0.0 1.60
C 2.59052 -3.28551 -1.55753 0.0 0.0 0.0 -1.51
C 2.74217 -1.18509 -0.22464 0.0 0.0 0.0 -0.57
C 3.84940 -1.21777 0.61360 0.0 0.0 0.0 -1.10
C 3.46966 -0.52850 1.76049 0.1 -0.1 -0.2 -0.40
N 2.21233 -0.11240 1.62076 -0.4 0.1 0.2 -0.26
N 1.75757 -0.51323 0.40547 0.3 -0.2 0.0 1.67
B 1.28244 0.69765 2.59184 0.2 0.0 -0.1 -0.07
N 0.04584 -0.18411 2.88058 0.0 0.0 -0.1 -0.12
C -0.33886 -0.67523 4.05292 0.1 0.1 -0.1 -0.60
C -1.23184 -1.71554 3.83675 -0.1 -0.1 -0.2 -0.90
C -1.34104 -1.83892 2.46138 0.0 -0.2 0.2 -0.33
N -0.59402 -0.85556 1.87369 0.0 0.4 0.0 1.03
C -1.94777 -2.99393 1.71573 -0.1 0.1 -0.1 2.26
C -0.83705 -3.72074 0.94997 0.0 0.0 0.0 -1.07
C -2.67827 -3.94208 2.66190 0.0 0.0 0.0 -2.09
N 0.89386 1.99573 1.86825 -0.1 0.0 0.1 0.02
C 1.21973 3.25618 2.16563 0.1 -0.1 0.0 -0.53
C 1.10276 4.02606 1.02248 0.0 -0.1 -0.1 -1.41
C 0.71384 3.14607 0.01463 0.1 0.0 0.0 -0.25
N 0.55190 1.92133 0.55915 -0.2 0.1 0.0 0.98
C 0.62689 3.41160 -1.46076 -0.1 0.1 0.0 2.47
C 1.49107 4.62018 -1.83288 0.0 0.0 0.0 -1.90
C 1.05647 2.19379 -2.27431 0.0 -0.1 0.0 -0.93
H 3.26944 -1.56559 -3.60242 0.0 0.0 0.0 0.44
H 4.50428 -1.43193 -2.35566 0.0 0.0 0.0 0.38
H 3.40983 -0.08179 -2.65182 0.0 0.1 0.0 0.29
H 1.47918 -1.46947 -1.87820 0.1 0.0 0.0 -0.71
H 3.59112 -3.60501 -1.26656 0.0 0.0 0.0 0.40
H 2.38713 -3.69411 -2.54649 0.0 0.0 0.0 0.45
H 1.88270 -3.71553 -0.84995 0.0 0.0 0.0 0.26
H 4.80434 -1.67298 0.42728 0.1 0.0 0.0 0.61
H 4.02167 -0.31294 2.65846 0.0 0.0 0.1 0.54
H 1.85966 0.93872 3.60223 0.0 0.0 0.1 -0.07
H 0.06855 -0.28290 4.96861 0.0 0.0 0.1 0.52
H -1.69515 -2.33115 4.58393 0.0 0.0 0.0 0.63
H -2.67748 -2.62740 0.99234 0.0 0.0 0.1 -0.61
H -0.05627 -4.06318 1.63087 0.0 0.0 0.0 0.39
H -0.36794 -3.07150 0.20588 0.0 0.0 0.0 -0.23
H -1.24257 -4.59081 0.43531 0.0 0.0 0.0 0.46
H -1.99177 -4.39774 3.37510 0.0 0.0 0.0 0.44
H -3.13687 -4.74788 2.09213 0.0 0.0 0.0 0.43
H -3.46538 -3.43317 3.21696 0.0 0.0 0.0 0.48
H 1.55854 3.51658 3.15350 0.0 0.0 0.1 0.53
H 1.33623 5.06970 0.92445 0.0 0.1 0.0 0.55
H -0.40797 3.66055 -1.70429 0.0 -0.1 0.0 -0.76
H 2.52322 4.47951 -1.51011 0.0 0.0 0.0 0.43
H 1.11342 5.54045 -1.38907 0.0 0.0 0.0 0.43
H 1.49046 4.75615 -2.91321 0.0 0.0 0.0 0.44
H 2.10821 1.96748 -2.09994 0.1 0.0 0.0 0.47
H 0.92373 2.38590 -3.33869 0.0 0.0 0.0 0.45
H 0.46967 1.28817 -2.04458 0.1 0.2 0.0 -0.33
Br -5.93247 -0.69072 0.06695 0.0 0.0 0.0 -0.04
C -4.33011 -1.22340 -0.74357 0.1 0.0 0.0 -0.37
C -4.30964 -2.13697 -1.79206 0.0 0.1 0.1 -0.44
C -3.08754 -2.48141 -2.34377 0.1 0.1 0.0 -1.20
C -1.93295 -1.90210 -1.84281 0.0 0.0 -0.1 -0.79
N -1.96001 -1.03179 -0.83133 0.0 -0.1 0.1 2.20
C -3.13321 -0.70026 -0.28417 -0.2 -0.1 0.0 -1.11
H -5.22987 -2.56505 -2.16435 0.0 0.0 0.0 0.58
H -3.02439 -3.18481 -3.16132 0.0 0.0 0.0 0.54
H -0.96173 -2.13986 -2.25935 0.0 0.0 0.0 0.41
H -3.11600 -0.01196 0.55043 0.0 0.0 0.0 0.69
C -3.18742 3.53291 -1.53004 0.0 0.0 0.0 -0.78
C -2.72777 2.90051 -2.85409 0.0 0.0 0.0 -0.66
C -2.29903 1.50556 -2.43970 0.0 0.0 -0.1 -0.63
O -1.74045 1.67605 -1.11902 -0.1 0.0 0.0 0.47
C -2.58825 2.63362 -0.43853 0.0 0.0 0.1 -0.78
H -4.27310 3.54343 -1.45506 0.0 0.0 0.0 0.37
H -2.84502 4.56154 -1.43806 0.0 0.0 0.0 0.30
H -1.88515 3.44317 -3.27900 0.0 0.0 0.0 0.26
H -3.51616 2.87874 -3.60218 0.0 0.0 0.0 0.49
H -1.52800 1.06591 -3.07097 0.0 0.0 0.0 0.34
H -3.15581 0.82493 -2.38736 0.0 0.0 0.0 0.32
H -1.96552 3.16115 0.28177 0.0 0.0 0.0 0.36
H -3.37163 2.09214 0.09957 0.0 0.0 0.0 0.48
```
Forces are in eV/Å.

=====

# 2
# C27H40Cl48FN2S2

17 unconnected molecules or ions with the total composition C27H40Cl48FN2S2 (ωB97M-V with the def2-TZVPD basis set, the Open Molecules 2025 dataset).

Highest occupied orbital energy: -10.873 eV
Total charge: +1

Structure (XYZ):
```
120
Properties=species:S:1:pos:R:3:forces:R:3:mulliken_charge:R:1
C 2.62418 2.85202 2.24890 0.3 -0.4 0.0 -1.02
C 2.67177 2.22275 0.86370 -0.4 -0.1 0.9 0.01
C 3.00831 0.73340 0.91619 0.0 1.5 -0.4 -0.01
F 3.99621 0.46236 0.01470 -0.3 -1.2 -0.4 -0.47
N 1.85555 -0.08054 0.43913 -0.3 -0.7 -0.4 0.38
C 1.76108 -1.47837 0.96303 0.2 -0.5 0.8 -1.01
C 1.35317 -1.53664 2.43698 0.4 0.4 -0.4 -0.39
C 0.37883 -0.44267 2.78739 0.1 -0.4 0.2 0.52
S -1.15427 -0.66912 1.90106 -0.6 -0.5 -0.2 0.27
C -1.87135 0.94572 1.86173 1.2 1.3 1.0 -0.22
S -0.96935 2.20240 2.41790 0.0 0.5 -0.4 -0.25
N -3.13114 1.15127 1.39238 0.0 -2.0 -0.7 0.18
C -3.16555 1.76568 0.03948 0.3 0.7 0.5 -0.97
C -2.07077 1.35060 -0.94607 -0.7 0.3 -0.1 -0.67
C -4.02587 -0.01184 1.55150 -0.3 -0.1 -0.7 -1.05
C -3.99868 -1.06471 0.44114 -0.2 0.2 0.2 -0.14
H 2.28059 3.87101 2.18939 -0.1 0.4 0.0 0.37
H 3.62720 2.84368 2.65997 0.1 0.1 0.2 -0.10
H 1.98820 2.32402 2.94226 -0.4 -0.2 0.2 0.17
H 1.73533 2.38347 0.34217 -0.2 0.0 -0.2 0.14
H 3.44043 2.71466 0.30109 0.3 0.1 -0.4 0.62
H 3.36625 0.43138 1.88715 -0.2 -0.4 0.4 0.31
H 0.97018 0.42340 0.54979 -0.1 0.0 0.2 -0.02
H 2.00407 -0.14942 -0.57174 -0.1 0.1 -0.1 0.38
H 1.08615 -2.06952 0.36663 -0.3 0.2 -0.5 0.51
H 2.74392 -1.90920 0.86539 0.4 -0.1 -0.3 0.42
H 1.01339 -2.52975 2.68258 -0.3 -0.4 -0.1 0.23
H 2.22765 -1.38090 3.05344 0.3 0.1 0.3 0.42
H 0.24059 -0.41351 3.85223 -0.4 0.0 0.4 -0.11
H 0.82657 0.49648 2.52174 -0.1 0.6 0.0 -0.79
H -4.15164 1.60980 -0.35508 -0.5 -0.3 -0.1 0.54
H -3.07256 2.82959 0.18861 -0.1 0.4 0.1 0.46
H -2.49803 1.34741 -1.93805 -0.1 0.0 -0.4 0.38
H -1.68833 0.35749 -0.78204 0.3 -0.3 0.2 0.18
H -1.29966 2.10617 -0.95111 0.5 -0.1 0.1 0.23
H -3.84794 -0.47756 2.50843 0.2 0.1 0.3 0.61
H -5.02776 0.39073 1.57205 -0.4 0.2 0.2 0.37
H -4.61097 -0.73380 -0.38278 0.0 0.1 -0.5 0.41
H -3.00745 -1.30522 0.09337 0.3 -0.1 -0.2 0.24
H -4.44848 -1.98366 0.79047 -0.1 -0.2 0.2 -0.38
C 1.03575 0.14483 6.58403 -0.3 0.0 -0.3 0.62
Cl -0.06392 1.48084 6.22200 0.2 -0.1 0.0 -0.08
Cl 0.18644 -1.39697 6.45607 0.1 0.0 0.0 -0.03
Cl 2.44602 0.15819 5.51252 0.0 0.0 0.0 -0.04
H 1.38382 0.25289 7.60121 0.1 0.0 -0.2 -0.35
C 7.01025 2.95621 1.26983 0.2 0.0 -0.2 -0.13
Cl 6.09909 1.73064 0.37650 0.7 0.5 0.3 -0.01
Cl 7.35279 4.34705 0.25310 0.0 0.0 -0.1 -0.12
Cl 6.14062 3.44342 2.72020 0.1 0.0 0.2 -0.07
H 7.95156 2.51973 1.57256 0.0 0.0 0.0 0.38
C -3.93886 -4.33395 2.76715 0.1 0.1 0.0 -0.08
Cl -2.19969 -4.08809 2.61488 -0.1 0.0 0.0 0.03
Cl -4.72312 -2.90971 3.44374 0.0 0.0 0.1 -0.06
Cl -4.64206 -4.74280 1.20135 0.0 -0.2 -0.1 -0.16
H -4.10969 -5.16069 3.44339 0.0 0.0 0.0 0.26
C -8.11943 -3.90852 0.53184 -0.2 0.0 -0.1 0.88
Cl -8.57304 -5.14354 -0.63770 0.0 0.0 0.0 -0.12
Cl -8.08612 -2.31121 -0.22223 0.1 0.1 0.0 -0.09
Cl -9.21155 -3.92699 1.91764 0.0 0.0 0.1 -0.15
H -7.12273 -4.12315 0.88495 0.0 0.0 0.1 -0.50
C 4.52421 3.13647 7.24080 0.0 -0.2 -0.1 -0.06
Cl 2.98877 2.56536 7.90322 0.0 0.2 0.1 -0.08
Cl 5.45984 1.78358 6.60156 0.1 0.0 0.1 -0.12
Cl 4.27577 4.33832 5.98709 -0.1 0.2 -0.1 -0.11
H 5.08777 3.59019 8.04366 0.0 0.0 0.0 0.38
C 2.65799 3.40669 -3.04079 -0.2 0.1 0.1 0.62
Cl 3.08348 1.89979 -2.20814 0.2 0.2 -0.4 0.02
Cl 0.93848 3.74781 -2.83993 0.0 0.0 0.0 -0.14
Cl 3.63190 4.73998 -2.44783 0.1 0.0 0.0 -0.12
H 2.85994 3.27677 -4.09503 0.0 -0.1 0.0 -0.27
C 0.78152 -2.01533 10.63342 -0.2 -0.1 0.0 0.01
Cl 0.01337 -3.19429 9.57099 0.1 0.0 0.1 -0.11
Cl 1.06529 -0.49222 9.77524 0.0 0.0 0.4 -0.13
Cl -0.19308 -1.73804 12.07069 0.0 0.0 0.0 -0.11
H 1.73922 -2.40970 10.94206 0.1 0.0 0.0 0.31
C 3.52361 -0.36633 -5.29124 -0.2 0.1 -0.2 0.08
Cl 2.12178 -0.50432 -4.21523 -0.1 -0.2 -0.1 -0.13
Cl 3.29791 -1.34065 -6.73679 0.0 0.0 0.0 -0.11
Cl 3.81311 1.32256 -5.71482 -0.1 -0.1 -0.1 -0.01
H 4.38778 -0.73995 -4.76626 0.0 0.0 0.1 0.13
C 8.14582 0.21565 -5.98331 -0.1 0.0 -0.2 -0.06
Cl 6.84098 -0.04593 -4.81661 0.2 0.0 0.2 -0.10
Cl 7.88944 -0.79110 -7.40484 0.1 0.1 0.2 -0.08
Cl 8.24158 1.91708 -6.42715 0.0 0.0 0.0 -0.12
H 9.07910 -0.06841 -5.51808 0.0 0.0 0.1 0.36
C 2.58482 4.68027 -8.13915 -0.1 0.0 0.0 0.05
Cl 1.01284 3.90147 -7.98380 0.0 0.0 0.0 -0.12
Cl 2.40280 6.39207 -8.51914 0.0 0.0 0.0 -0.13
Cl 3.53159 4.47254 -6.66143 0.1 0.1 0.0 -0.11
H 3.11995 4.20704 -8.95067 0.0 0.0 0.0 0.29
C 5.43897 8.15806 -9.94991 0.1 0.1 0.0 0.47
Cl 6.43684 6.78182 -10.42617 0.0 0.0 0.0 -0.12
Cl 6.07187 8.91297 -8.48662 0.0 0.0 0.0 -0.12
Cl 5.32063 9.33065 -11.26052 0.0 0.0 0.0 -0.12
H 4.44615 7.79062 -9.73537 0.0 0.0 0.0 -0.09
C -12.55895 -2.04687 0.99216 -0.1 0.0 0.0 0.36
Cl -14.03516 -2.26658 1.93072 0.0 0.0 0.0 -0.13
Cl -12.62523 -2.97416 -0.50716 0.1 0.0 0.0 -0.12
Cl -12.28192 -0.33682 0.65608 0.1 0.0 0.0 -0.11
H -11.72819 -2.41554 1.57717 0.0 0.0 0.0 -0.01
C -6.25355 -6.01082 6.12445 0.1 -0.1 0.0 -0.06
Cl -6.63733 -5.71213 4.42629 -0.1 -0.1 0.0 -0.04
Cl -5.98289 -7.72686 6.41059 0.0 0.0 0.0 -0.11
Cl -4.84492 -5.06391 6.61252 0.0 0.0 0.0 -0.09
H -7.09792 -5.69517 6.72086 0.0 0.0 0.0 0.32
C 0.68223 -7.10300 2.31753 -0.1 -0.1 -0.1 -0.05
Cl -0.78747 -7.37156 3.24755 0.1 0.0 0.0 -0.09
Cl 0.68361 -8.07072 0.84905 0.0 0.0 0.0 -0.11
Cl 0.88997 -5.38277 1.92405 0.1 0.0 0.0 -0.07
H 1.52339 -7.40547 2.92493 0.0 0.0 0.0 0.32
C -9.74436 -0.03257 -2.73744 -0.1 0.0 -0.1 0.51
Cl -8.32715 1.02666 -2.75130 0.0 0.0 0.1 -0.13
Cl -11.22476 0.91250 -2.62734 0.0 0.0 0.0 -0.12
Cl -9.76364 -1.06307 -4.16714 0.0 0.0 0.0 -0.12
H -9.68369 -0.66827 -1.86423 0.0 0.0 0.0 -0.15
C 6.75067 -1.22027 -11.46964 -0.1 0.0 -0.1 0.03
Cl 6.18730 -2.53269 -12.50233 0.0 0.0 0.0 -0.12
Cl 6.54442 0.33856 -12.26698 0.0 0.0 0.0 -0.11
Cl 5.91206 -1.24081 -9.91451 -0.1 0.0 -0.1 -0.06
H 7.80543 -1.36643 -11.28396 0.0 0.0 0.0 0.27
```
Forces are in eV/Å.

=====

no.,F_max (eV/Å),electronic energy (eV)
1,0.48,-114838.79962
2,2.09,-657084.90370